Run 1
C5H14N | ωB97M-V/def2-TZVPD

The highest occupied orbital energy is -14.9 eV. The LUMO energy comes out at -3.61 eV. As for the SMILES: CC[C@H](C)C[NH3+]. Its total charge is +1.

Geometry as XYZ:
```
20
C5H14N | OMol25 | ωB97M-V/def2-TZVPD
C 0.98 1.51 -1.99
C 0.04 1.31 -0.71
C 0.02 -0.12 -0.17
C -0.94 -1.12 -0.84
C -0.43 -0.02 1.39
N 0.21 -1.33 2.12
H 2.01 1.05 -1.66
H 0.78 1.01 -2.95
H 1.23 2.58 -2.11
H -0.99 1.62 -1.01
H 0.24 2.10 -0.08
H 1.15 -0.65 -0.30
H -0.41 -1.48 -1.73
H -1.13 -1.93 -0.22
H -1.89 -0.63 -1.12
H -1.52 0.09 1.48
H -0.01 0.82 1.93
H -0.28 -1.34 3.01
H 0.21 -2.18 1.61
H 1.16 -1.07 2.16
```

Run 2
C5H14N | ωB97M-V/def2-TZVPD

The highest occupied orbital energy is -14.9 eV. The LUMO energy comes out at -3.57 eV. Its total charge is +1.

Geometry as XYZ:
```
20
C5H14N | OMol25 | ωB97M-V/def2-TZVPD
C -0.21 -0.25 -2.89
C 0.94 0.34 -2.65
N -1.15 -0.48 -1.77
H -0.57 -0.47 -3.88
H 1.63 0.56 -3.45
H 1.29 0.68 -1.68
H -0.75 -0.08 -0.89
H -2.04 0.00 -1.88
H -1.24 -1.48 -1.59
C 1.34 -0.17 2.83
C -0.09 0.39 2.70
C -0.66 0.25 1.31
H 1.35 -1.18 2.44
H 1.68 -0.12 3.86
H 1.97 0.45 2.19
H -0.12 1.45 2.99
H -0.78 -0.12 3.37
H -1.67 0.65 1.14
H -0.05 0.75 0.55
H -0.77 -0.82 1.06
```

Least stable structure: run 1

Run 1
C4H13N3 | ωB97M-V/def2-TZVPD

The highest occupied orbital energy (spin up / spin down) is 1.2 / -5.3 eV. The spin multiplicity is 2. The LUMO energy (spin up / spin down) comes out at 4.34 / 4.08 eV. As for the expectation value of S²: 0.75. Its total charge is -1.

Geometry as XYZ:
```
20
C4H13N3 | OMol25 | ωB97M-V/def2-TZVPD
N 0.04 -0.15 -1.51
C 0.35 0.04 -0.10
C -0.59 -0.71 0.82
C -2.06 -0.53 0.42
N -2.49 0.88 0.54
C 1.77 -0.21 0.34
N 2.77 0.48 -0.45
H 0.47 -1.01 -1.83
H 0.44 0.63 -2.02
H 0.21 1.12 0.05
H -0.50 -0.35 1.84
H -0.37 -1.79 0.79
H -2.28 -0.79 -0.61
H -2.71 -1.12 1.07
H -1.85 1.43 1.09
H -2.50 1.34 -0.36
H 1.79 0.07 1.41
H 2.01 -1.27 0.37
H 2.45 1.41 -0.70
H 3.62 0.63 0.09
```

Run 2
C4H13N3 | ωB97M-V/def2-TZVPD

The highest occupied orbital energy (spin up / spin down) is 1.3 / -5.1 eV. The spin multiplicity is 2. The LUMO energy (spin up / spin down) comes out at 4.11 / 4.10 eV. As for the expectation value of S²: 0.75. Its total charge is -1.

Geometry as XYZ:
```
20
C4H13N3 | OMol25 | ωB97M-V/def2-TZVPD
C -0.31 0.45 1.48
N 0.23 -0.15 0.29
C 0.45 0.78 -0.80
C 1.05 0.13 -2.05
N 1.97 -0.95 -1.85
C -1.79 0.17 1.75
N -2.25 -1.18 1.36
H -0.11 1.52 1.67
H 0.28 0.09 2.34
H 1.13 -0.58 0.52
H 1.02 1.67 -0.51
H -0.52 1.15 -1.18
H 0.18 -0.22 -2.62
H 1.43 0.92 -2.72
H 2.52 -1.26 -2.65
H 2.68 -0.68 -1.18
H -2.34 0.90 1.15
H -2.11 0.34 2.78
H -1.63 -1.85 1.78
H -1.89 -1.24 0.41
```

Least stable structure: run 2

Run 1
C4H16NO2 | ωB97M-V/def2-TZVPD

The highest occupied orbital energy is -14.8 eV. The LUMO energy comes out at -9.12 eV. Its total charge is +1.

Geometry as XYZ:
```
23
C4H16NO2 | OMol25 | ωB97M-V/def2-TZVPD
C -0.29 1.10 -0.85
C 0.84 0.05 -0.75
C 1.06 -0.65 -2.09
C 2.13 0.63 -0.23
N -0.70 1.64 0.39
H 0.14 1.93 -1.40
H -1.20 0.58 -1.28
H 0.36 -0.75 -0.06
H 0.13 -0.94 -2.58
H 1.56 0.06 -2.72
H 1.70 -1.52 -2.00
H 2.55 1.23 -1.04
H 2.86 -0.14 -0.01
H 1.91 1.29 0.61
H -1.29 -0.98 -0.11
H -1.54 1.24 0.79
H -0.79 2.64 0.39
H -0.37 -2.99 1.52
H -1.16 -1.79 1.18
O -1.05 -2.41 1.89
H -2.70 -0.07 3.43
H -2.07 -0.44 2.14
O -2.07 0.28 2.78
```

Run 2
C4H16NO2 | ωB97M-V/def2-TZVPD

The highest occupied orbital energy is -15.1 eV. The LUMO energy comes out at -2.88 eV. Its total charge is +1.

Geometry as XYZ:
```
23
C4H16NO2 | OMol25 | ωB97M-V/def2-TZVPD
C 0.56 -0.18 -0.27
C 0.83 -0.15 1.29
C 1.69 -1.41 1.59
C 1.52 1.13 1.68
N -0.86 0.33 -0.56
H 1.29 0.41 -0.81
H 0.50 -1.24 -0.49
H -0.13 -0.29 1.80
H 1.99 -1.95 0.69
H 2.60 -1.01 2.06
H 1.41 -2.18 2.32
H 1.34 2.01 1.06
H 2.59 0.99 1.69
H 1.36 1.32 2.75
H -0.72 0.59 -1.54
H -1.71 -0.25 -0.61
H -1.08 1.11 0.05
H -3.55 -2.12 -0.02
H -2.62 -2.63 -1.00
O -2.71 -1.86 -0.43
H -0.99 3.02 -3.49
H -1.84 2.19 -4.34
O -1.45 2.17 -3.45
```

Least stable structure: run 1

Run 1
C3H10NO | ωB97M-V/def2-TZVPD

The highest occupied orbital energy is -2.0 eV. The LUMO energy comes out at 4.16 eV. Its total charge is -1.

Geometry as XYZ:
```
15
C3H10NO | OMol25 | ωB97M-V/def2-TZVPD
C 1.80 -0.77 -1.90
O 1.50 -0.03 -0.84
H 2.90 -1.09 -2.03
H 1.31 -1.77 -2.12
H 1.42 -0.21 -2.83
C -0.47 0.37 2.06
C -1.63 0.17 1.11
N -1.20 0.50 -0.28
H -0.02 1.34 1.81
H -0.81 0.55 3.09
H 0.20 -0.49 2.01
H -2.11 -0.82 1.12
H -2.41 0.93 1.30
H -0.48 -0.24 -0.37
H -1.58 0.08 -1.14
```

Run 2
C3H10NO | ωB97M-V/def2-TZVPD

The highest occupied orbital energy is -2.3 eV. The LUMO energy comes out at 4.18 eV. Its total charge is -1.

Geometry as XYZ:
```
15
C3H10NO | OMol25 | ωB97M-V/def2-TZVPD
C 2.00 -1.37 1.35
O 1.39 -1.22 0.15
H 1.70 -0.62 2.14
H 1.80 -2.37 1.81
H 3.11 -1.28 1.28
C -1.65 1.88 -0.04
C -0.69 1.02 -0.91
N -1.09 -0.37 -0.93
H -1.29 2.13 0.96
H -1.82 2.84 -0.54
H -2.61 1.36 0.00
H -0.79 1.41 -1.93
H 0.32 1.07 -0.51
H -0.26 -0.96 -0.76
H -1.71 -0.60 -0.16
```

Run 3
C3H10NO | ωB97M-V/def2-TZVPD

The highest occupied orbital energy is -2.3 eV. The LUMO energy comes out at 4.38 eV. Its total charge is -1.

Geometry as XYZ:
```
15
C3H10NO | OMol25 | ωB97M-V/def2-TZVPD
C 1.74 -0.23 2.68
H 1.99 0.35 1.79
H 0.66 -0.15 2.80
H 2.25 0.09 3.58
H 1.98 -1.28 2.49
C 0.03 0.78 -1.11
O 1.13 0.58 -0.36
C -0.84 -0.49 -1.26
N -2.05 -0.23 -2.07
H -0.68 1.56 -0.71
H 0.24 1.12 -2.16
H -0.24 -1.26 -1.75
H -1.08 -0.83 -0.25
H -2.84 -0.77 -1.75
H -2.28 0.75 -1.92
```

Least stable structure: run 1